Model 1:
Here is a 2-piece molecular cluster, C5H10O4 overall from the Open Molecules 2025 dataset. Energies are from the ωB97M-V functional and the def2-TZVPD basis.

Atoms and positions in Å:
C: 0.019 1.979 1.262
C: -0.096 0.541 1.609
C: 0.924 -0.421 0.758
O: 0.768 -1.616 0.691
O: 2.131 0.155 0.626
H: 0.096 2.010 0.088
H: -0.878 2.540 1.511
H: 0.929 2.430 1.648
H: 0.216 0.312 2.628
H: -1.078 0.125 1.392
H: 2.791 -0.518 0.388
C: -1.369 -1.763 -1.522
O: -1.179 -0.364 -1.335
C: 0.035 0.140 -1.551
O: 0.233 1.344 -1.486
H: -1.017 -2.306 -0.643
H: -2.440 -1.916 -1.638
H: -0.842 -2.115 -2.413
H: 0.758 -0.556 -2.015

Total charge   0
HOMO   -10.1 eV



Model 2:
Here is one molecule with the formula C5H10O4 from the Open Molecules 2025 dataset. Energies are from the ωB97M-V functional and the def2-TZVPD basis.

Atoms and positions in Å:
C: -1.059 -0.321 1.109
C: -0.090 0.392 0.147
C: -0.805 0.544 -1.241
C: 0.271 1.701 0.667
O: 1.023 2.473 0.134
C: 1.424 -0.517 -0.093
O: 1.936 -0.489 1.242
O: 2.265 0.227 -0.863
O: 1.160 -1.745 -0.585
H: -1.265 -1.432 0.849
H: -0.815 -0.287 2.088
H: -1.967 0.092 0.909
H: -1.650 1.372 -1.236
H: -1.139 -0.462 -1.651
H: -0.039 0.984 -2.052
H: -0.148 1.923 1.627
H: 2.426 -1.361 1.295
H: 2.635 0.975 -0.349
H: 1.997 -1.944 -1.099

Total charge   0
HOMO   -9.6 eV



On energetic grounds, model 1 is preferred over the next structure by 60.2 kJ/mol.